Run 1
ORCA calculation (ωB97M-V/def2-TZVPD) on a molecular structure, C3HCuFO2.

HOMO (spin up / spin down), hartree: -0.8048 / -0.7703
Frontier orbital gap (spin up / spin down), eV: 9.43 / 5.25
Spin multiplicity: 2
Charge: +2

The geometry in XYZ format:
```
8
Properties=species:S:1:pos:R:3:mulliken_charge:R:1
Cu -0.48 2.68 -0.30 0.65
F -1.52 -0.65 -0.89 -0.12
O 0.13 -1.48 0.42 -0.05
O 0.75 0.47 1.19 -0.10
C -0.27 -0.50 -0.54 0.50
C 0.21 0.77 0.07 0.28
C 0.65 -1.02 1.48 0.50
H 0.51 -0.27 -1.42 0.33
```

---

Run 2
ORCA calculation (ωB97M-V/def2-TZVPD) on a molecular structure, C3HCuFO2.

HOMO (spin up / spin down), hartree: -0.7591 / -0.7586
Frontier orbital gap (spin up / spin down), eV: 8.41 / 5.79
Spin multiplicity: 2
Charge: +2

The geometry in XYZ format:
```
8
Properties=species:S:1:pos:R:3:mulliken_charge:R:1
Cu 3.12 0.18 -0.39 0.57
F -1.87 0.99 -0.74 -0.05
O 0.51 -1.18 0.04 -0.15
O 0.31 0.94 -0.07 -0.12
C -0.82 -1.01 0.10 0.18
C -1.00 0.40 0.02 0.63
C 1.16 -0.01 -0.16 0.60
H -1.42 -0.31 1.19 0.34
```

---

Winner for stability: run 1

---

Run 1
ORCA calculation (ωB97M-V/def2-TZVPD) on 2 unconnected molecules or ions with the total composition C3H5I.

HOMO, hartree: -0.3199
Frontier orbital gap, eV: 8.75
Spin multiplicity: 1
Charge: 0

The geometry in XYZ format:
```
9
Properties=species:S:1:pos:R:3:mulliken_charge:R:1
I 2.62 0.75 1.50 0.09
C 0.93 0.81 0.31 -0.19
C -0.19 -1.29 0.38 -0.82
C 0.36 1.78 -0.33 -0.48
H -0.18 -1.50 -0.67 0.29
H 0.79 2.78 -0.36 0.26
H -0.55 1.64 -0.88 0.23
H 0.49 -1.83 1.01 0.33
H -1.13 -0.99 0.80 0.28
```

---

Run 2
ORCA calculation (ωB97M-V/def2-TZVPD) on 2 unconnected molecules or ions with the total composition C3H5I.

HOMO, hartree: -0.3306
Frontier orbital gap, eV: 9.57
Spin multiplicity: 1
Charge: 0

The geometry in XYZ format:
```
9
Properties=species:S:1:pos:R:3:mulliken_charge:R:1
I 0.69 0.80 -2.95 0.10
C -0.13 1.19 0.39 -0.87
C 0.83 -1.37 -0.82 -0.49
C 0.53 -0.17 -1.18 -0.19
H 0.89 1.59 0.67 0.27
H 1.24 -1.97 -1.58 0.33
H -0.50 0.49 1.11 0.33
H -0.76 1.95 -0.22 0.30
H 0.64 -1.52 0.23 0.21
```

---

Winner for stability: run 2

---

Run 1
ORCA calculation (ωB97M-V/def2-TZVPD) on a molecular structure, C24H41F3LuO3P2S.

HOMO, hartree: -0.3322
Frontier orbital gap, eV: 6.10
Spin multiplicity: 1
Charge: +1

The geometry in XYZ format:
```
75
Properties=species:S:1:pos:R:3:mulliken_charge:R:1
Lu 1.77 -0.16 0.65 0.82
S 3.54 2.07 0.77 1.15
P -0.04 1.23 -2.75 1.00
P 0.30 -1.17 -1.06 1.50
F 5.54 2.41 2.49 -0.19
F 3.89 3.84 2.70 -0.19
F 3.68 1.79 3.45 -0.19
O 3.89 0.59 0.67 -0.75
O 4.08 2.92 -0.24 -0.53
O 2.04 2.11 1.02 -0.70
C 3.02 -1.54 3.44 -1.24
C 1.12 0.45 -1.66 -1.20
C -2.89 1.69 -3.16 -1.10
C 1.97 -2.03 -0.94 -1.37
C -0.61 -1.21 2.62 0.74
C -0.30 -2.48 2.04 0.68
C 1.07 -2.75 2.27 0.51
C -1.26 -3.43 1.41 -1.64
C 1.65 -1.60 2.88 0.33
C -4.45 2.46 -1.30 -0.62
C -3.49 2.83 -0.45 -0.76
C 1.75 -4.05 2.09 -1.58
C 0.71 0.50 4.04 -1.40
C 0.48 0.67 -4.40 -1.38
C 0.60 -0.64 3.11 0.50
C -2.22 0.58 -0.23 1.89
C -1.79 0.65 -2.77 0.19
C 4.20 2.55 2.45 0.60
C -2.04 -0.12 -1.51 -2.34
C -0.21 -2.23 -2.50 -1.44
C -4.22 1.47 -2.39 -0.68
C -1.97 -0.71 2.93 -1.68
C 0.11 3.02 -2.73 -1.23
C -2.16 2.14 -0.28 -0.33
H 3.42 -0.52 3.45 0.06
H -3.19 0.26 0.18 0.93
H -0.13 1.20 3.91 0.41
H -1.97 0.38 3.11 0.31
H -5.43 2.95 -1.28 0.43
H 3.71 -2.17 2.85 0.45
H -0.85 3.54 -2.85 0.36
H 0.68 0.17 5.09 0.34
H 0.75 3.29 -3.58 0.53
H 1.42 1.21 -0.87 -0.20
H -0.93 -3.73 0.41 0.19
H -2.69 -0.93 2.14 0.42
H -0.39 0.30 -4.97 0.36
H 0.91 1.54 -4.91 0.44
H 0.47 -2.07 -3.35 0.42
H -4.22 0.45 -1.98 0.26
H 1.22 -0.13 -4.35 0.47
H -3.08 1.62 -4.23 0.58
H 3.06 -1.91 4.47 0.36
H 0.60 3.38 -1.81 0.37
H 2.35 -2.07 -1.97 0.85
H -1.45 2.44 -1.07 -0.35
H 2.00 0.17 -2.28 0.85
H -1.49 0.29 0.54 -1.81
H -2.35 -1.18 3.85 0.37
H -0.10 -3.28 -2.16 0.55
H -1.83 -0.07 -3.61 1.05
H 1.42 -4.78 2.84 0.37
H -1.25 -2.13 -2.88 0.31
H 2.82 -1.62 -0.29 0.15
H -3.65 3.70 0.19 0.43
H 2.83 -3.94 2.20 0.34
H -2.55 2.73 -3.03 0.11
H 1.74 -3.05 -0.63 0.40
H -5.04 1.53 -3.12 0.46
H -1.67 2.49 0.64 0.59
H -2.26 -3.00 1.31 0.35
H -2.49 -1.12 -1.61 0.34
H -1.36 -4.35 2.01 0.40
H 1.64 1.06 3.90 0.06
H 1.55 -4.49 1.10 0.33
```

---

Run 2
ORCA calculation (ωB97M-V/def2-TZVPD) on a molecular structure, C24H41F3LuO3P2S.

HOMO (spin up / spin down), hartree: -0.2891 / -0.2892
Frontier orbital gap (spin up / spin down), eV: 3.79 / 3.79
Spin multiplicity: 1
Charge: +1

The geometry in XYZ format:
```
75
Properties=species:S:1:pos:R:3:mulliken_charge:R:1
Lu 0.78 -0.76 2.36 1.63
S 2.57 1.42 2.69 1.08
P -0.69 1.78 -4.23 1.14
P 1.50 -0.24 -3.71 0.82
F 2.42 1.69 5.37 -0.22
F 3.77 3.11 4.43 -0.19
F 4.36 1.01 4.63 -0.20
O 2.87 -0.07 2.61 -0.82
O 3.13 2.28 1.69 -0.46
O 1.06 1.44 2.84 -0.57
C 0.53 1.18 -1.24 0.37
C 3.23 -0.37 -4.24 -1.24
C 0.66 -1.93 4.45 0.38
C -1.32 -1.06 3.59 0.35
C -0.33 0.11 5.69 -1.24
C -1.04 -2.29 2.91 0.70
C -1.53 2.61 -0.52 -0.64
C -2.67 0.38 -0.65 -0.12
C -0.89 3.45 -4.85 -1.35
C 0.75 -1.49 -4.79 -1.45
C -2.23 0.01 -2.10 -1.38
C -2.51 -0.19 3.42 -1.45
C -0.93 -0.60 -2.34 -0.70
C -0.47 2.30 -1.53 -0.19
C 1.84 -2.12 5.33 -1.36
C 0.20 -2.82 3.42 0.26
C 1.04 1.35 -4.52 -1.32
C 0.43 -0.11 -2.16 0.20
C -2.59 1.83 -0.27 -0.54
C -1.84 -2.87 1.80 -1.42
C -1.78 0.76 -5.25 -1.38
C -0.30 -0.87 4.58 0.72
C 3.33 1.84 4.37 0.56
C 0.89 -4.04 2.95 -1.54
H -1.01 2.07 -2.51 -0.87
H 0.74 -1.12 -5.82 0.37
H -1.41 3.59 -0.03 0.40
H -0.25 -1.80 -4.48 0.36
H -2.94 -0.78 -2.41 0.52
H 2.48 -2.94 4.97 0.39
H 1.70 2.14 -4.13 0.52
H -1.56 -0.31 -5.19 0.26
H 1.54 -2.35 6.36 0.34
H 3.88 0.34 -3.71 0.36
H 0.47 -4.39 2.00 0.38
H 3.28 -0.13 -5.32 0.42
H 0.10 3.23 -1.70 0.56
H -0.94 3.40 -5.94 0.45
H -3.72 0.06 -0.55 0.51
H 0.61 0.68 5.75 0.09
H -2.11 -0.27 0.06 -0.44
H -2.30 0.83 3.78 0.41
H 0.38 0.82 -0.21 -1.06
H -3.38 -0.58 3.97 0.29
H -1.67 1.10 -6.29 0.47
H 2.45 -1.21 5.36 0.14
H 3.61 -1.39 -4.11 0.43
H -2.49 0.82 -2.80 -0.05
H -2.80 -0.11 2.36 0.16
H 1.20 1.25 -5.61 0.66
H 1.96 -3.86 2.80 0.38
H -2.77 -2.31 1.65 0.44
H -2.82 0.92 -4.94 0.44
H 1.55 1.59 -1.27 0.64
H -3.36 2.16 0.43 0.43
H -1.15 0.82 5.56 0.41
H -1.82 3.87 -4.45 0.35
H -1.29 -2.86 0.84 0.29
H -2.10 -3.91 2.00 0.40
H -0.47 -0.40 6.66 0.32
H 1.41 -2.37 -4.75 0.47
H -0.05 4.08 -4.53 0.38
H 0.80 -4.87 3.68 0.34
H 0.98 -0.90 -1.61 0.56
H -0.97 -1.66 -2.59 0.69
```

---

Winner for stability: run 1

---

Run 1
ORCA calculation (ωB97M-V/def2-TZVPD) on 2 unconnected molecules or ions with the total composition C7H17NO.

SMILES: CCN(C)C(C)=O.CC
HOMO, hartree: -0.3271
Frontier orbital gap, eV: 9.65
Spin multiplicity: 1
Charge: 0

The geometry in XYZ format:
```
26
Properties=species:S:1:pos:R:3:mulliken_charge:R:1
O -2.96 -1.89 1.10 -0.65
N -1.15 -1.46 -0.17 -0.12
C -1.38 -2.72 -0.92 -1.03
C -0.91 -0.14 -2.16 -1.01
C 3.31 2.49 1.33 -1.04
C -1.99 0.31 1.23 -1.17
C -0.09 -0.65 -0.82 0.02
C 2.40 1.41 0.71 -0.75
C -2.11 -1.09 0.74 0.96
H 2.75 3.33 1.81 0.29
H 0.79 -1.30 -0.94 0.43
H -2.37 1.03 0.49 0.27
H -0.36 -0.85 -2.84 0.28
H -0.98 0.61 1.57 0.28
H -2.56 0.41 2.17 0.35
H -0.49 -3.19 -1.36 0.27
H -0.50 0.88 -2.62 0.29
H 0.05 0.25 -0.29 -0.33
H 2.94 0.96 -0.11 0.34
H 2.30 0.42 1.21 0.40
H 3.96 3.08 0.68 0.30
H 3.79 2.21 2.27 0.30
H -1.93 -0.18 -1.77 0.37
H -1.87 -3.30 -0.03 0.36
H 1.44 1.76 0.33 0.18
H -2.10 -2.38 -1.62 0.38
```

---

Run 2
ORCA calculation (ωB97M-V/def2-TZVPD) on 2 unconnected molecules or ions with the total composition C7H17NO.

SMILES: CC(N)=O.CCCCC
HOMO, hartree: -0.3660
Frontier orbital gap, eV: 10.75
Spin multiplicity: 1
Charge: 0

The geometry in XYZ format:
```
26
Properties=species:S:1:pos:R:3:mulliken_charge:R:1
O -1.91 -0.24 1.59 -0.55
N -2.17 -1.50 -0.22 -0.63
C 1.00 1.37 0.70 -0.33
C -2.23 -0.34 0.45 0.68
C -2.67 0.80 -0.47 -0.89
C 1.10 0.13 -0.24 -0.24
C 1.58 -2.43 -0.16 -1.33
C 1.38 -1.11 0.60 -0.46
C 0.87 2.63 -0.10 -1.07
H -1.78 -1.53 -1.24 0.33
H 0.76 -2.48 -0.89 0.25
H -1.44 -2.16 0.25 0.30
H -3.20 0.25 -1.38 0.31
H 2.50 -2.44 -0.76 0.36
H 2.25 -1.00 1.28 0.41
H 1.51 -3.26 0.48 0.37
H -3.35 1.71 -0.11 0.27
H 2.00 1.42 1.32 0.30
H 0.90 3.66 0.48 0.29
H 0.56 -1.17 1.38 0.17
H 1.69 2.66 -0.88 0.28
H 1.95 0.29 -0.98 0.43
H -1.75 1.19 -0.96 0.17
H 0.23 -0.18 -0.93 0.07
H 0.25 1.21 1.49 0.29
H 0.00 2.48 -0.70 0.22
```

---

Winner for stability: run 2

---

Run 1
ORCA calculation (ωB97M-V/def2-TZVPD) on 2 unconnected molecules or ions with the total composition C7H17NO.

SMILES: CCC/C(=C/N)CC.O
HOMO, hartree: -0.2837
Frontier orbital gap, eV: 8.52
Spin multiplicity: 1
Charge: 0

The geometry in XYZ format:
```
26
Properties=species:S:1:pos:R:3:mulliken_charge:R:1
O -0.86 0.54 2.97 -0.64
N 0.19 2.60 -0.39 -0.38
C 1.45 -0.95 -0.54 -1.54
C 0.81 1.39 -0.17 -0.50
C -0.44 0.18 -1.93 -0.86
C -1.85 0.63 -1.50 -1.19
C 0.57 0.25 -0.81 0.85
C -0.15 -2.05 1.10 -1.01
C 1.28 -1.57 0.84 -0.30
H -0.22 -3.07 1.48 0.35
H 1.57 1.42 0.60 0.52
H -0.30 2.76 -1.26 0.14
H 0.28 3.42 0.17 0.19
H -0.78 -2.03 0.21 0.23
H 1.50 -0.80 1.59 0.23
H -2.16 1.60 -1.89 0.37
H 2.49 -0.79 -0.82 0.43
H -0.37 1.00 2.27 0.31
H 2.02 -2.35 1.00 0.45
H -2.64 -0.04 -1.85 0.39
H -0.16 0.73 -2.84 0.42
H -0.30 0.54 3.75 0.30
H 1.25 -1.71 -1.29 0.43
H -0.56 -0.87 -2.16 0.31
H -1.95 0.65 -0.42 0.28
H -0.67 -1.51 1.89 0.25
```

---

Run 2
ORCA calculation (ωB97M-V/def2-TZVPD) on 3 unconnected molecules or ions with the total composition C7H17NO.

HOMO (spin up / spin down), hartree: -0.2239 / -0.2238
Frontier orbital gap (spin up / spin down), eV: 7.12 / 7.12
Spin multiplicity: 1
Charge: 0

The geometry in XYZ format:
```
26
Properties=species:S:1:pos:R:3:mulliken_charge:R:1
O -2.05 -1.65 0.98 -0.56
N 0.69 -1.98 0.46 -0.41
C -3.16 0.07 -0.34 -1.43
C 0.67 -0.78 -0.18 -0.57
C 2.13 0.54 0.79 -0.75
C -1.97 -0.84 -0.20 -0.03
C -0.23 1.52 -0.72 -1.41
C -0.16 0.31 0.16 0.52
C 3.26 0.69 -0.20 -1.02
H 0.05 -2.08 1.24 0.28
H -4.11 -0.46 -0.22 0.38
H -1.25 1.88 -0.81 0.43
H 0.36 2.34 -0.31 0.35
H -3.16 0.55 -1.32 0.37
H -0.44 0.42 1.20 0.29
H -3.14 0.87 0.41 0.33
H 0.72 -2.81 -0.12 0.23
H 2.33 -0.18 1.58 0.38
H 4.17 1.11 0.25 0.36
H -1.87 -1.53 -1.03 0.32
H -2.34 -1.08 1.71 0.36
H 0.14 1.31 -1.73 0.24
H 1.84 1.48 1.25 0.41
H 1.02 -0.81 -1.21 0.42
H 3.52 -0.27 -0.65 0.29
H 2.97 1.37 -1.01 0.24
```

---

Winner for stability: run 1

---

Run 1
ORCA calculation (ωB97M-V/def2-TZVPD) on 2 unconnected molecules or ions with the total composition C3H6O2.

SMILES: O=C[C@@H]1CO1.[H][H]
HOMO, hartree: -0.3762
Frontier orbital gap, eV: 10.95
Spin multiplicity: 1
Charge: 0

The geometry in XYZ format:
```
11
Properties=species:S:1:pos:R:3:mulliken_charge:R:1
O 1.14 -1.05 -1.05 -0.42
O -1.06 0.63 -0.45 -0.36
C -0.70 0.56 0.91 -0.35
C 0.26 0.98 -0.12 0.11
C 1.34 0.03 -0.55 -0.09
H -0.63 -0.45 1.32 0.20
H -0.91 -2.11 -0.56 -0.18
H -1.33 -2.61 -0.20 0.16
H -1.13 1.32 1.56 0.26
H 0.51 2.04 -0.20 0.35
H 2.38 0.39 -0.35 0.32
```

---

Run 2
ORCA calculation (ωB97M-V/def2-TZVPD) on a single C3H6O2 molecule.

SMILES: O[C@@H]1C[C@@H]1O
HOMO, hartree: -0.3490
Frontier orbital gap, eV: 10.38
Spin multiplicity: 1
Charge: 0

The geometry in XYZ format:
```
11
Properties=species:S:1:pos:R:3:mulliken_charge:R:1
O 1.01 -1.08 0.19 -0.58
O -1.31 -0.68 0.04 -0.60
C 0.23 1.22 0.54 -0.70
C -0.64 0.51 -0.52 -0.06
C 0.92 0.20 -0.41 -0.06
H 0.18 -1.66 0.00 0.39
H 0.12 0.76 1.55 0.26
H -1.74 -0.37 0.95 0.32
H -1.19 0.98 -1.33 0.35
H 0.28 2.27 0.45 0.31
H 1.66 0.48 -1.11 0.37
```

---

Run 3
ORCA calculation (ωB97M-V/def2-TZVPD) on a single C3H6O2 molecule.

SMILES: OC1COC1
HOMO, hartree: -0.3572
Frontier orbital gap, eV: 10.39
Spin multiplicity: 1
Charge: 0

The geometry in XYZ format:
```
11
Properties=species:S:1:pos:R:3:mulliken_charge:R:1
O -0.80 1.01 1.16 -0.55
O -0.01 -1.32 -0.94 -0.39
C 0.73 -0.83 0.29 -0.39
C 0.06 0.63 0.16 0.23
C -0.65 0.01 -1.08 -0.47
H -0.25 1.10 2.07 0.35
H -1.70 -0.15 -0.97 0.30
H 0.87 1.37 -0.10 0.24
H 1.77 -1.06 0.21 0.26
H 0.31 -1.31 1.23 0.21
H -0.33 0.54 -2.02 0.21
```

---

Winner for stability: run 3

---

Run 1
ORCA calculation (ωB97M-V/def2-TZVPD) on 2 unconnected molecules or ions with the total composition C3H6O2.

HOMO (spin up / spin down), hartree: -0.3079 / -0.3144
Frontier orbital gap (spin up / spin down), eV: 7.68 / 8.28
Spin multiplicity: 1
Charge: 0

The geometry in XYZ format:
```
11
Properties=species:S:1:pos:R:3:mulliken_charge:R:1
O 2.71 -0.18 0.08 -0.51
O -0.76 -0.42 0.78 -0.22
C 1.54 0.14 0.20 0.04
C -1.40 0.62 0.41 -0.36
C 0.51 -0.77 0.61 -0.09
H -0.90 1.44 -0.10 0.29
H 0.72 -1.76 0.99 0.35
H -0.93 -0.26 -1.89 0.08
H -0.29 -0.64 -1.79 -0.04
H -2.44 0.65 0.70 0.26
H 1.22 1.19 0.01 0.21
```

---

Run 2
ORCA calculation (ωB97M-V/def2-TZVPD) on a single C3H6O2 molecule.

SMILES: O[C@H]1C[C@@H]1O
HOMO, hartree: -0.3656
Frontier orbital gap, eV: 10.91
Spin multiplicity: 1
Charge: 0

The geometry in XYZ format:
```
11
Properties=species:S:1:pos:R:3:mulliken_charge:R:1
O -1.96 -0.67 -0.02 -0.50
O 1.79 -0.71 -0.23 -0.51
C -0.63 -0.32 -0.47 0.04
C -0.01 1.01 0.00 -0.58
C 0.53 -0.36 0.39 -0.11
H -0.53 -0.56 -1.52 0.28
H 0.59 1.71 -0.61 0.26
H -1.77 -1.14 0.79 0.30
H 0.56 -0.65 1.51 0.31
H -0.61 1.51 0.78 0.21
H 2.03 0.18 -0.62 0.32
```

---

Winner for stability: run 2

---

Run 1
ORCA calculation (ωB97M-V/def2-TZVPD) on a single C3H6O2 molecule.

SMILES: O[C@H]1CCO1
HOMO, hartree: -0.3722
Frontier orbital gap, eV: 11.12
Spin multiplicity: 1
Charge: 0

The geometry in XYZ format:
```
11
Properties=species:S:1:pos:R:3:mulliken_charge:R:1
O -0.27 -1.25 0.21 -0.41
O 0.29 0.20 1.96 -0.51
C 0.16 -0.65 -1.03 -0.25
C -0.48 0.02 0.83 0.18
C -0.06 0.76 -0.46 -0.56
H -1.52 0.16 1.14 0.33
H 1.18 -0.12 1.76 0.32
H -0.49 -0.92 -1.86 0.23
H 0.84 1.38 -0.34 0.21
H 1.19 -0.92 -1.27 0.23
H -0.85 1.34 -0.94 0.23
```

---

Run 2
ORCA calculation (ωB97M-V/def2-TZVPD) on a single C3H6O2 molecule.

SMILES: C[C@@H](O)C=O
HOMO, hartree: -0.3811
Frontier orbital gap, eV: 11.04
Spin multiplicity: 1
Charge: 0

The geometry in XYZ format:
```
11
Properties=species:S:1:pos:R:3:mulliken_charge:R:1
O -1.97 -0.31 -0.76 -0.51
O -0.19 1.46 -0.65 -0.57
C -0.01 0.45 0.31 0.19
C 1.23 -0.40 -0.03 -1.15
C -1.30 -0.37 0.25 0.10
H -1.65 -0.93 1.13 0.37
H -0.87 1.06 -1.21 0.37
H 0.11 0.85 1.32 0.27
H 1.40 -1.21 0.70 0.35
H 1.13 -0.84 -1.03 0.28
H 2.12 0.24 -0.03 0.29
```

---

Winner for stability: run 2